Record 1
Below is an isolated molecule of C6H12O, with properties calculated with ωB97M-V/def2-TZVPD.

Structure (XYZ):
```
19
Properties=species:S:1:pos:R:3:forces:R:3:nbo_charge:R:1
C -1.481928 0.646296 -1.438010 -0.097 -0.046 0.007 -0.61
C -0.118184 1.170598 -0.971846 0.017 0.071 0.013 -0.40
C 0.834123 0.071212 -0.541155 -0.085 -0.049 -0.130 -0.25
C 1.744565 0.194769 0.663221 0.124 0.053 0.100 -0.43
C 0.612180 -0.778008 0.681177 -0.098 0.298 0.055 0.23
C -0.573788 -0.564837 1.590931 -0.043 0.010 0.017 -0.63
O 1.017566 -2.120770 0.589405 -0.136 -0.179 -0.117 -0.70
H -2.009219 1.384282 -2.051714 0.087 -0.082 0.101 0.21
H -2.130390 0.404158 -0.590035 0.117 0.003 -0.096 0.20
H -1.376459 -0.267377 -2.034379 0.044 0.148 0.021 0.20
H -0.258597 1.895969 -0.159102 0.028 -0.136 -0.111 0.20
H 0.348420 1.728783 -1.792430 0.001 -0.050 0.128 0.21
H 1.275203 -0.485340 -1.368677 -0.096 0.067 0.131 0.22
H 1.663002 1.084458 1.285224 -0.026 -0.141 -0.138 0.21
H 2.742371 -0.227281 0.588289 -0.157 0.081 0.000 0.23
H -0.351863 -0.960657 2.586972 -0.012 0.061 -0.115 0.22
H -1.458089 -1.088442 1.205521 0.129 0.061 0.072 0.20
H -0.826344 0.496283 1.686894 0.059 -0.155 -0.033 0.21
H 0.347430 -2.584096 0.069716 0.143 -0.016 0.093 0.46
```
Positions in Å, forces in eV/Å.

E_HOMO, eV: -9.49
Charge: 0
SMILES: CC[C@H]1C[C@]1(C)O

=====

Record 2
Below is an isolated ion of composition C13H15N2 and charge +1, with properties calculated with ωB97M-V/def2-TZVPD.

Structure (XYZ):
```
30
Properties=species:S:1:pos:R:3:forces:R:3:nbo_charge:R:1
C -0.436893 -2.564463 -1.285874 1.823 -0.119 -0.332 -0.36
C -0.064180 -1.380444 -0.848741 -2.612 2.816 -0.240 0.02
C 1.197499 -0.797718 -0.395563 -2.627 1.519 0.426 -0.13
C 2.311057 -1.457821 -0.030847 1.879 1.343 0.261 -0.14
C 3.357458 -0.777548 0.581901 0.230 -0.669 1.867 -0.17
C 3.137448 0.533641 0.930613 -0.238 0.997 0.194 -0.17
C 2.025210 1.281350 0.546153 -0.819 -1.064 -1.467 -0.23
C 1.035505 0.584292 -0.117913 0.265 -1.448 -0.542 0.18
N -0.347439 1.105670 -0.553264 2.270 -0.426 4.180 -0.26
C -0.152666 2.077041 -1.606025 -2.136 0.555 -2.251 -0.41
C -0.884224 1.765132 0.710371 -0.912 -1.058 -0.010 -0.19
C -1.702415 0.875455 1.374407 2.918 2.490 -3.008 0.06
N -1.857257 -0.247431 0.649743 -0.283 -0.663 1.389 -0.41
C -2.991701 -1.116833 1.089387 0.332 -0.775 -3.729 -0.40
C -1.176202 -0.117679 -0.668791 0.009 -2.671 -0.365 0.13
H -1.315549 -2.729395 -1.853413 -0.996 -0.253 0.108 0.23
H 0.343214 -3.326943 -1.314462 -0.380 -0.095 -0.030 0.22
H 2.421544 -2.459743 -0.194007 0.045 -2.569 -0.444 0.22
H 4.200141 -1.327721 1.100125 -0.964 0.672 -1.159 0.25
H 3.723585 1.059736 1.639936 1.238 0.170 0.211 0.23
H 1.972948 2.337624 0.634296 0.027 0.711 0.700 0.23
H 0.562936 2.888181 -1.401388 -0.278 -0.637 0.534 0.25
H 0.186664 1.539228 -2.505332 -0.197 0.321 0.209 0.24
H -1.187112 2.516060 -1.750947 1.328 -0.225 -0.293 0.24
H -0.333108 2.664863 0.842955 -0.343 0.535 0.934 0.23
H -2.145572 1.073977 2.301000 -0.663 -0.070 1.131 0.25
H -3.060174 -1.269025 2.114580 0.786 -0.098 1.967 0.23
H -3.933985 -0.638383 0.835987 -0.202 -0.082 -0.474 0.20
H -2.915839 -2.126773 0.593398 -0.124 1.125 0.481 0.23
H -1.970902 0.035676 -1.418292 0.622 -0.336 -0.249 0.23
```
Positions in Å, forces in eV/Å.

E_HOMO, eV: -11.82
Charge: +1
SMILES: C=C1c2ccccc2[N@+]2(C)C=CN(C)[C@H]12

=====

Record 3
Below is an isolated ion of composition C3H7N2O and charge +1, with properties calculated with ωB97M-V/def2-TZVPD.

Structure (XYZ):
```
13
Properties=species:S:1:pos:R:3:forces:R:3:nbo_charge:R:1
N -0.409609 -1.395610 -0.112108 1.619 -1.432 4.265 -0.62
N 0.375820 -0.229600 -0.004346 -1.851 -1.265 -0.533 -0.16
C 1.722099 -0.528883 0.318301 -0.086 -3.564 2.852 0.58
O 2.615015 0.018335 -0.170680 1.541 0.701 -0.413 -0.40
C -0.103247 1.006839 0.616959 -0.105 0.920 1.654 -0.21
C 0.099019 0.904537 -0.801312 -1.907 2.493 -4.540 -0.24
H -0.807652 -1.738528 0.825652 0.881 1.030 -1.858 0.41
H -1.080309 -1.363716 -0.785438 -2.126 0.473 -2.416 0.40
H 1.578687 -1.388978 1.136255 1.416 1.474 -1.470 0.17
H 0.616646 1.417222 1.331673 -0.169 0.246 -0.562 0.26
H -1.104564 0.946351 0.958686 -0.724 -0.126 0.449 0.25
H -0.834673 0.760631 -1.475739 1.537 0.254 1.500 0.26
H 0.833731 1.502078 -1.400360 -0.025 -1.204 1.070 0.30
```
Positions in Å, forces in eV/Å.

E_HOMO, eV: -15.94
Charge: +1
SMILES: N[N+]1(C=O)CC1

=====

What is the charge in the first record? 0

=====

Among the records above, which one has the lowest charge? C6H12O